DFT (ωB97M-V with the def2-TZVPD basis set) results for a 2-piece molecular cluster, C4H11NO overall.

Output
HOMO energy, eV: -8.450
Kohn-Sham gap, Ha: 0.340
Molar mass, g mol⁻¹: 89.1
Calculated total energy, hartree: -288.9503
SMILES: C/C=C/CN.O
Relative energy (zero: lowest compared OMol25 entry of this formula, charge and spin), eV: 1.8157

Last column: Löwdin charge in e.
Atoms and positions in Å:
C: 0.01688 1.62262 2.13879  -0.107
C: 0.12978 0.81738 0.86827  -0.195
C: -0.94483 0.38544 0.22263  -0.124
C: -0.98149 -0.23304 -1.14596  -0.304
N: 0.22608 -0.20177 -1.94154  -0.023
H: -0.00845 2.67365 1.85920  0.075
H: -0.92708 1.32599 2.60360  0.067
H: 0.70167 1.30222 2.92896  0.068
H: 1.10220 0.72556 0.39768  0.086
H: -1.93903 0.64124 0.59154  0.106
H: -1.37099 -1.26046 -1.16498  0.110
H: -1.76510 0.25712 -1.74290  0.103
H: 0.91928 -0.92314 -1.89179  0.035
H: 0.70930 0.68270 -1.85145  0.062
O: 1.15540 -1.96516 -0.18650  -0.057
H: 0.69421 -2.62789 0.33129  0.057
H: 1.69505 -1.36902 0.34197  0.041

Cartesian forces, eV/Å:
C -0.72 -1.23 0.04
C -0.27 0.27 0.06
C -0.18 0.10 -0.53
C 0.09 -0.60 -0.80
N 0.17 1.22 -0.88
H 0.37 0.16 0.64
H -0.31 0.49 -0.20
H 0.60 0.66 -0.40
H 0.10 -0.11 0.05
H 0.13 -0.24 0.35
H 0.29 0.01 0.49
H 0.08 0.36 0.28
H -0.46 -0.39 0.56
H -0.18 0.06 -0.14
O 0.36 -0.56 -0.48
H 0.33 0.24 0.52
H -0.39 -0.44 0.43